52
Properties=species:S:1:pos:R:3:forces:R:3:lowdin_charge:R:1 method="wB97M-V/def2-TZVPD" spin_multiplicity=3 s_squared=2.00 charge=+2 total_energy_ha=-3358.3763 homo_energy_ev="-14.79 / -14.79" mol_weight_g_mol=593.712
C 0.5999 -0.0782 -7.4744 0.269 0.004 -0.039 -0.06
C 0.3834 0.3170 -6.0426 1.842 0.333 0.781 -0.81
H 1.6787 -0.0993 -7.6663 -0.286 0.021 0.072 0.10
H 0.1240 0.6416 -8.1547 0.003 -0.213 0.267 0.10
H 0.1753 -1.0733 -7.6647 -0.012 0.315 0.081 0.10
O 1.2390 0.5814 -5.2251 -1.727 -0.487 -1.156 0.01
Cl -1.3370 0.3712 -5.5791 -0.129 -0.016 0.204 0.64
Tm -0.3598 0.1142 -0.6771 -2.700 0.046 0.234 1.23
P 0.1007 2.6689 -1.3295 -0.329 0.800 0.136 0.72
C 1.3509 3.6605 -0.4882 0.229 -0.018 0.110 -0.23
C 0.0297 3.1130 -3.0794 0.131 -0.028 -0.299 -0.25
H -0.1627 4.1836 -3.2130 0.035 -0.181 0.063 0.07
H -1.6597 4.2666 -0.8383 -0.128 -0.346 0.054 0.08
H -0.7593 2.5347 -3.5809 0.168 0.190 0.113 0.02
H -2.3483 2.6235 -1.1021 0.191 0.370 0.109 0.06
H 2.3374 3.3928 -0.8767 -0.058 0.148 -0.020 0.06
H 0.9816 2.8460 -3.5545 -0.186 0.095 0.040 0.05
C -1.5265 3.1943 -0.6280 0.115 -0.208 0.078 -0.24
H 1.1772 4.7319 -0.6277 0.003 -0.161 -0.062 0.08
H -1.5483 3.0255 0.4642 0.080 0.136 -0.495 0.05
H 1.3267 3.4244 0.5803 -0.074 0.056 -0.153 0.04
P 0.3246 -2.4938 -0.9626 -0.320 -1.077 0.290 0.72
C 1.6343 -3.2619 0.0275 0.259 0.110 0.062 -0.23
C -1.2436 -3.0848 -0.1773 0.060 0.178 0.017 -0.24
H -0.5054 -2.8117 -3.2094 0.198 -0.133 0.139 0.05
H 0.2118 -4.3247 -2.5948 0.023 0.211 0.137 0.07
H 1.2613 -2.9826 -3.1272 -0.189 -0.078 0.071 0.06
C 0.3214 -3.2343 -2.6200 0.109 0.105 -0.305 -0.24
H -2.1144 -2.6741 -0.7228 0.229 -0.302 0.227 0.06
H -1.2742 -4.1845 -0.2236 -0.098 0.351 -0.019 0.08
H 1.5561 -4.3544 0.0521 -0.089 0.199 -0.109 0.08
H 1.5776 -2.8849 1.0554 -0.016 -0.061 -0.148 0.06
H -1.3017 -2.7629 0.8795 0.055 -0.139 -0.526 0.04
H 2.6096 -2.9830 -0.3826 -0.068 -0.100 0.053 0.06
C 1.7968 0.2515 -0.0497 6.453 0.575 3.607 -0.09
O 2.7954 0.3252 0.5361 -4.353 -0.339 -2.818 0.21
O 0.0251 1.9124 1.9531 -0.685 -1.741 -0.705 0.03
C -0.4316 0.7874 2.2226 0.674 1.046 1.179 -0.54
O -0.8900 -0.0651 1.3210 0.415 0.151 -1.578 -0.23
C -0.4807 0.2664 3.6028 -0.279 -0.085 0.770 -0.12
C -0.6608 -1.1131 3.8484 -0.050 0.801 -0.341 0.00
C -0.7628 -1.5781 5.1428 0.057 0.074 0.797 0.03
C -0.6851 -0.6458 6.1981 0.242 0.748 -2.142 -0.12
C -0.5275 0.7433 5.9679 -0.080 -0.774 0.681 0.05
C -0.4205 1.1903 4.6672 0.002 -0.327 -0.707 0.02
N -0.7201 -1.1193 7.5405 -0.099 -0.850 3.860 -0.31
O -0.8286 -2.3474 7.7575 0.209 2.567 -0.757 0.09
O -0.6258 -0.2526 8.4434 -0.223 -1.913 -1.907 0.08
H -0.7438 -1.8008 3.0069 0.048 0.169 0.305 0.10
H -0.8998 -2.6476 5.3484 0.098 0.640 0.064 0.14
H -0.4872 1.4384 6.8174 -0.027 -0.498 -0.453 0.14
H -0.3131 2.2523 4.4392 0.008 -0.362 0.136 0.13

21
Properties=species:S:1:pos:R:3:forces:R:3:lowdin_charge:R:1 method="wB97M-V/def2-TZVPD" spin_multiplicity=1 charge=0 total_energy_ha=-809.5528 homo_energy_ev="-8.44 / -7.68" mol_weight_g_mol=154.640 e_above_lowest_ev=1.2949
C 2.9203 0.3763 0.2306 2.742 -2.721 1.594 -0.13
C 2.7064 1.5270 -0.4600 -0.656 0.951 -0.533 -0.05
C 1.6971 -0.1569 0.5795 -0.406 0.422 -0.808 -0.02
C 1.2528 1.7460 -0.6325 2.684 -2.242 1.933 -0.01
C -1.7884 1.4488 -0.7277 2.072 -4.049 -0.722 -0.50
C 0.6799 0.6867 0.0211 -2.480 2.752 -2.996 -0.22
C -0.8078 0.3392 -0.2007 -0.404 0.480 1.258 -0.50
C -0.8824 -0.9761 -1.0287 2.985 3.465 -0.827 -0.05
C -1.3558 0.1261 1.2417 0.645 0.648 0.802 -0.06
Cl -2.9104 1.0591 -1.9130 -0.464 -0.069 -0.439 0.67
H 3.9264 -0.1477 0.4524 -1.825 1.228 -0.370 0.13
H 3.4768 2.1467 -0.8648 0.300 0.328 -0.200 0.10
H 1.3639 -1.0828 0.9427 0.450 -1.233 0.883 0.10
H 1.0081 2.5548 -1.2155 -1.617 1.450 -1.088 0.08
H -1.7783 2.4108 -0.4344 0.158 3.037 1.108 0.02
H -1.7438 -1.4455 -0.8740 -3.907 -1.793 -0.046 0.03
H -0.1494 -1.6225 -0.6933 1.644 -1.394 1.201 0.05
H -0.5425 -0.8393 -2.0709 -0.896 0.243 0.237 0.11
H -0.6787 -0.5000 1.8402 -0.329 -0.298 -0.263 0.08
H -2.3367 -0.3052 1.1586 -0.525 -0.236 0.409 0.07
H -1.3849 1.0849 1.8585 -0.170 -0.970 -1.134 0.11

13
Properties=species:S:1:pos:R:3:forces:R:3:lowdin_charge:R:1 method="wB97M-V/def2-TZVPD" spin_multiplicity=1 charge=0 total_energy_ha=-447.9605 homo_energy_ev=-11.40 mol_weight_g_mol=117.098 e_above_lowest_ev=1.4808 smiles=N#C[C@@H]1CCC1(F)F
N -0.3471 -2.4474 1.9482 -0.489 2.584 -1.623 0.16
C -0.5193 -1.4616 1.3326 1.057 -3.028 2.104 -0.19
C -0.7231 -0.3001 0.5470 -1.089 3.000 -2.507 -0.13
C -0.3276 -0.3899 -1.0627 -1.921 2.194 1.834 -0.06
C 0.8430 0.5247 -0.8667 0.599 -1.570 3.445 -0.07
C 0.2849 0.9299 0.5061 0.597 -0.143 -0.330 -0.46
F 1.1577 0.9542 1.5569 -0.526 0.522 -0.560 0.09
F -0.3263 2.1627 0.3642 -0.038 -0.960 0.945 0.07
H -1.7531 0.1408 0.7205 1.037 -0.798 -0.243 0.17
H -0.0603 -1.3244 -1.3491 0.347 -2.816 -1.115 0.07
H -1.1230 0.0732 -1.6334 -0.181 -0.319 -0.193 0.12
H 1.6716 -0.1030 -0.5569 0.482 -0.237 -0.282 0.13
H 1.2227 1.2409 -1.5068 0.125 1.570 -1.475 0.10

50
Properties=species:S:1:pos:R:3:forces:R:3:lowdin_charge:R:1 method="wB97M-V/def2-TZVPD" spin_multiplicity=1 charge=+1 total_energy_ha=-1926.8170 homo_energy_ev=-11.01 mol_weight_g_mol=413.209 e_above_lowest_ev=0.1592
Sc -0.8259 -0.6593 1.2790 -0.079 0.078 -0.109 1.17
C 1.7555 -5.1696 -2.1723 0.007 0.001 0.000 -0.03
C 1.3650 -3.7977 -1.7063 -0.017 0.003 0.006 -0.24
C 2.3254 -2.9099 -1.2045 -0.025 0.007 0.000 0.00
C 1.9763 -1.6647 -0.7345 0.014 0.020 0.003 0.00
C 0.6467 -1.2120 -0.7760 0.008 -0.061 -0.007 -0.27
N 0.2440 0.0276 -0.2330 -0.082 -0.028 0.079 -0.07
C 0.8043 1.2416 -0.6226 0.006 0.024 0.001 -0.20
C 1.7454 1.3498 -1.6486 -0.008 0.015 0.014 0.00
C 2.3081 2.5634 -1.9921 0.005 -0.025 -0.016 -0.02
C 1.9743 3.7317 -1.3165 -0.015 0.025 0.020 -0.26
C 2.6011 5.0521 -1.6673 0.002 0.003 0.004 -0.04
C 1.0229 3.6394 -0.3128 0.023 -0.035 -0.031 0.02
C 0.4141 2.4317 0.0095 -0.011 0.027 0.009 -0.10
N -0.6337 2.4700 0.9931 0.014 -0.042 -0.033 -0.04
C -1.3370 3.5539 1.3659 -0.009 0.029 0.030 -0.01
C -2.1346 3.2172 2.4394 0.000 -0.006 -0.018 -0.01
C -1.8669 1.8757 2.6676 -0.002 -0.009 0.018 -0.09
N -0.9661 1.4210 1.7840 0.022 -0.032 -0.005 -0.04
C -0.3109 -2.1170 -1.2621 -0.067 0.019 -0.012 -0.13
C 0.0438 -3.3875 -1.7098 0.058 -0.010 0.001 0.04
N -1.7001 -1.7617 -1.3053 0.042 0.043 0.045 -0.08
C -2.5686 -1.8720 -2.3206 -0.039 -0.020 -0.007 -0.01
C -3.8183 -1.5271 -1.8463 0.014 0.001 0.022 -0.01
C -3.6199 -1.2183 -0.5030 0.003 0.000 -0.039 -0.09
N -2.3354 -1.3649 -0.1743 0.090 0.007 0.059 -0.03
H 2.6598 -5.1315 -2.7786 -0.002 0.000 -0.005 0.09
H 0.9644 -5.6307 -2.7604 0.002 -0.005 0.000 0.08
H 1.9617 -5.8173 -1.3183 0.002 0.002 0.001 0.10
H 3.3631 -3.2172 -1.1668 0.000 -0.008 -0.002 0.13
H 2.7308 -1.0007 -0.3322 0.000 -0.003 0.002 0.13
H 2.0355 0.4601 -2.1898 0.001 -0.002 0.000 0.11
H 3.0360 2.5979 -2.7930 0.002 0.002 0.001 0.12
H 3.5771 4.9120 -2.1286 0.001 -0.001 0.000 0.08
H 2.7307 5.6761 -0.7837 -0.003 0.002 -0.001 0.08
H 1.9770 5.6024 -2.3739 0.001 -0.001 -0.001 0.09
H 0.7702 4.5317 0.2438 -0.005 0.003 0.004 0.12
H -1.2362 4.4907 0.8487 0.010 -0.003 -0.009 0.14
H -2.8094 3.8584 2.9768 -0.003 -0.002 0.001 0.12
H -2.2574 1.2167 3.4305 0.003 0.000 0.000 0.12
H -0.7329 -4.0601 -2.0527 -0.013 0.008 0.003 0.13
H -2.2397 -2.1852 -3.2972 0.009 0.003 0.000 0.15
H -4.7417 -1.5025 -2.3960 0.004 -0.002 -0.008 0.11
H -4.3377 -0.9006 0.2359 0.002 0.002 0.003 0.13
B -0.8256 -1.2531 5.8039 -0.118 0.108 0.085 -0.38
C -0.6095 -1.4006 4.2860 0.099 -0.211 -0.038 -0.19
N -0.4656 -1.5232 3.1314 0.009 0.065 -0.028 0.00
H 0.2526 -1.3453 6.3299 0.034 0.006 -0.019 0.03
H -1.5890 -2.1358 6.1107 0.000 -0.015 -0.010 0.03
H -1.3239 -0.1552 5.9427 0.008 0.019 -0.011 0.02

17
Properties=species:S:1:pos:R:3:forces:R:3:lowdin_charge:R:1 method="wB97M-V/def2-TZVPD" spin_multiplicity=1 charge=-1 total_energy_ha=-455.0157 homo_energy_ev=-4.45 mol_weight_g_mol=121.116 e_above_lowest_ev=0.5149
N -0.0854 -2.5455 2.2390 0.292 -0.073 0.340 0.08
C -0.3647 -1.6502 1.1745 0.472 0.286 0.336 -0.83
O -0.9320 -2.1044 0.1663 -0.194 -0.088 -0.105 -0.08
O 0.0701 -0.4792 1.3929 -0.274 -0.380 -0.158 -0.11
H 0.1672 -2.0914 3.0978 0.001 -0.047 0.028 0.05
H -0.4744 -3.4681 2.3089 -0.269 0.129 -0.301 0.05
C -0.4611 0.7767 -1.4967 0.269 0.209 0.047 -0.28
O -1.7272 1.4351 -1.6312 -0.133 -0.051 -0.136 -0.09
C 0.4474 1.6451 -0.6642 -0.098 0.745 0.413 -0.31
N 1.7305 0.9594 -0.5194 -0.070 0.029 -0.323 -0.01
H -0.5361 -0.1642 -0.9530 -0.265 -0.186 -0.227 0.08
H -0.0009 0.6231 -2.4840 -0.101 -0.058 0.093 0.11
H -2.3924 0.7586 -1.7825 0.070 -0.029 0.115 0.07
H 0.5569 2.6471 -1.1105 0.244 -0.292 -0.223 0.10
H -0.0496 1.8353 0.3028 0.097 -0.274 -0.180 0.10
H 1.5824 0.2412 0.1868 0.045 0.016 0.099 0.04
H 2.4695 1.5815 -0.2275 -0.087 0.063 0.182 0.04